# 1
Computed, not measured: a 2-piece molecular cluster, C3H6NO2 overall, with ωB97M-V/def2-TZVPD.

XYZ file:
```
12
Properties=species:S:1:pos:R:3
C -3.327 1.248 0.073
C 2.721 0.404 -0.116
C 1.195 -1.440 0.035
N 1.551 -0.006 -0.180
O 3.733 0.958 -0.021
O -2.203 0.828 -0.018
H -4.059 0.929 -0.526
H -3.550 2.102 0.669
H 0.801 -1.605 0.996
H 0.464 -1.698 -0.626
H 2.074 -2.144 -0.086
H 0.601 0.423 -0.201
```

Energy in eV: -8783.5911
ΔE to the lowest compared entry with this formula, charge and spin in eV: 2.391
2S+1: 1
Orbital gap in eV: 7.84
Total charge: +1

# 2
Computed, not measured: a 2-piece molecular cluster, C3H6NO2S overall, with ωB97M-V/def2-TZVPD.

XYZ file:
```
13
Properties=species:S:1:pos:R:3
C 2.639 1.896 2.145
C -1.841 -0.096 -0.981
C -1.793 -1.222 -1.750
N 1.876 1.687 1.326
O 1.557 -0.749 -0.209
O -0.167 -0.021 1.488
S 0.472 0.355 0.318
H 3.062 2.371 2.968
H 1.754 -1.684 0.009
H -1.869 0.935 -1.225
H -2.215 -0.248 0.040
H -1.449 -1.080 -2.878
H -2.026 -2.146 -1.251
```

Energy in eV: -19617.2219
ΔE to the lowest compared entry with this formula, charge and spin in eV: 4.126
2S+1: 1
Orbital gap (alpha / beta) in eV: 8.37 / 8.37
Total charge: +1

# 3
Computed, not measured: an isolated ion of composition C3H6NO3 and charge -1, with ωB97M-V/def2-TZVPD.

XYZ file:
```
13
Properties=species:S:1:pos:R:3
N -0.097 1.310 -0.722
C 0.113 0.192 0.172
C -0.693 -1.036 -0.247
O -2.013 -1.210 0.287
C 1.789 0.092 0.228
O 2.346 1.196 0.304
O 2.127 -1.077 0.216
H 0.757 1.891 -0.627
H -0.920 1.930 -0.540
H -0.098 0.437 1.226
H -0.137 -2.011 0.124
H -0.792 -1.199 -1.349
H -2.381 -0.516 0.927
```

Energy in eV: -10841.6256
SMILES string: N[C@@H](CO)C(=O)[O-]
ΔE to the lowest compared entry with this formula, charge and spin in eV: 1.950
2S+1: 1
Orbital gap in eV: 7.68
Total charge: -1

# 4
Computed, not measured: C3H6NO3 as an isolated structure, with ωB97M-V/def2-TZVPD.

XYZ file:
```
13
Properties=species:S:1:pos:R:3
C -0.884 0.468 1.020
C -1.872 -0.375 0.140
O -1.652 -0.222 -1.184
N 0.426 -0.186 1.094
C 1.254 0.042 0.024
O 2.236 -0.613 -0.158
O 0.934 1.020 -0.891
H -0.820 1.419 0.480
H -1.388 0.717 1.949
H -2.902 -0.045 0.346
H -1.723 -1.393 0.534
H 0.182 0.761 -1.439
H 0.276 -0.835 0.146
```

Energy in eV: -10836.0485
<S²>: 0.75
ΔE to the lowest compared entry with this formula, charge and spin in eV: 3.136
2S+1: 2
Orbital gap (alpha / beta) in eV: 11.08 / 7.56

# 5
Computed, not measured: C3H6NO4SY as an isolated structure, with ωB97M-V/def2-TZVPD.

XYZ file:
```
16
Properties=species:S:1:pos:R:3
O -0.951 1.707 0.050
C -2.184 1.146 -0.205
C -2.278 -0.321 0.211
O -1.327 -1.108 -0.507
C -0.107 -1.251 0.024
Y 0.989 1.118 -0.159
H -2.451 1.210 -1.279
H -2.991 1.666 0.349
H -3.267 -0.728 -0.035
H -2.094 -0.430 1.291
H 0.548 -1.893 -0.570
H -0.042 -1.289 1.121
N 3.186 0.971 -0.877
S 4.088 0.138 -0.061
O 5.238 -0.578 -0.612
O 3.644 -0.357 1.260
```

Energy in eV: -24756.8235
<S²>: 0.75
ΔE to the lowest compared entry with this formula, charge and spin in eV: 0.000
2S+1: 2
Orbital gap (alpha / beta) in eV: 8.26 / 7.40
Total charge: +1

# 6
Computed, not measured: a 2-piece molecular cluster, C3H6NO5S2 overall, with ωB97M-V/def2-TZVPD.

XYZ file:
```
17
Properties=species:S:1:pos:R:3
C 0.193 0.399 1.953
C 1.439 2.229 0.712
C 0.835 0.853 0.754
N -0.431 -1.840 -2.053
O -0.018 -0.913 2.029
O 1.449 -1.622 0.071
O -0.151 1.134 2.840
O 3.203 -0.016 0.342
O 1.716 0.128 -1.591
S -0.071 2.070 -0.284
S 1.917 -0.233 -0.221
H 2.484 2.222 0.285
H 1.206 2.796 1.532
H 0.512 -1.383 1.275
H -0.269 -1.453 -2.928
H 0.434 -2.320 -1.811
H -0.417 -0.961 -1.451
```

Energy in eV: -36608.3550
ΔE to the lowest compared entry with this formula, charge and spin in eV: 0.157
2S+1: 1
Orbital gap in eV: 8.88
Total charge: -1